1.
This record from the Open Molecules 2025 dataset describes C2H3HoO as an isolated structure in a non-equilibrium geometry. The level of theory is ωB97M-V/def2-TZVPD.

```
! wB97M-V def2-TZVPD RIJCOSX def2/J DEFGRID3
* xyz 1 6
Ho 0.72 0.76 -0.04
O -0.15 -1.16 0.32
C -1.77 -0.63 0.11
C -1.63 0.81 -0.14
H -2.44 -0.87 0.96
H -2.52 1.35 -0.48
H -2.13 -1.19 -0.78
*
```

Results
HOMO level (alpha / beta): -12.4 / -14.0 eV
E_LUMO (alpha / beta): -6.080 / -5.942 eV
frontier orbital gap (alpha / beta): 6.278 / 8.079 eV
expectation value of S²: 8.758

Want to see where the charge sits? The Mulliken charges in e are: 1.7988 -0.7516 0.0639 -0.9954 0.2879 0.3356 0.2607

=====

2.
This record from the Open Molecules 2025 dataset describes C2H3I2NO as an isolated structure in a non-equilibrium geometry. The level of theory is ωB97M-V/def2-TZVPD.

```
! wB97M-V def2-TZVPD RIJCOSX def2/J DEFGRID3
* xyz 0 1
I -1.96 0.99 -0.45
I 0.85 0.68 -2.59
O 0.22 -2.64 -0.24
N 0.98 0.77 -0.54
C -0.49 -1.81 0.18
C -0.07 0.38 0.33
H -1.52 -1.84 0.31
H 0.03 0.69 1.35
H 1.82 0.22 -0.23
*
```

Results
HOMO level: -7.9 eV
relative energy (zero: lowest compared OMol25 entry of this formula, charge and spin): 82.3 kcal per mole
E_LUMO: -0.501 eV
frontier orbital gap: 7.437 eV

Want to see where the charge sits? The natural (NBO) charges in e are: 0.0971 0.3179 -0.4830 -0.8360 0.4511 -0.2694 0.1172 0.2097 0.3954

=====

3.
This record from the Open Molecules 2025 dataset describes C2H3I2NS as an isolated structure in a non-equilibrium geometry. The level of theory is ωB97M-V/def2-TZVPD.

```
! wB97M-V def2-TZVPD RIJCOSX def2/J DEFGRID3
* xyz 0 1
I 1.71 -2.75 0.08
I 2.55 2.13 0.04
S 4.19 -0.68 -0.06
N 1.51 -0.77 -0.37
C 0.16 -0.17 -0.28
C 2.78 0.04 -0.25
H -0.16 -0.17 0.72
H -0.46 -0.78 -0.89
H 0.43 0.92 -0.66
*
```

Results
HOMO level: -8.6 eV
relative energy (zero: lowest compared OMol25 entry of this formula, charge and spin): 18.3 kcal per mole
E_LUMO: -0.815 eV
frontier orbital gap: 7.763 eV

Want to see where the charge sits? The natural (NBO) charges in e are: 0.3571 0.2067 0.0467 -0.6296 -0.4186 -0.1918 0.1950 0.2153 0.2192

=====

4.
This record from the Open Molecules 2025 dataset describes C2H3I3 as an isolated structure in a non-equilibrium geometry. The level of theory is ωB97M-V/def2-TZVPD.

```
! wB97M-V def2-TZVPD RIJCOSX def2/J DEFGRID3
* xyz 0 1
I -1.16 -0.88 -0.48
I 1.07 2.17 -2.29
I 2.20 -1.27 -2.61
C 1.26 0.24 -1.44
C -0.83 -0.14 1.49
H 0.08 0.35 1.41
H -0.95 -0.90 2.20
H -1.66 0.43 1.72
*
```

Results
HOMO level: -8.1 eV
relative energy (zero: lowest compared OMol25 entry of this formula, charge and spin): 87.3 kcal per mole
E_LUMO: -1.300 eV
frontier orbital gap: 6.773 eV

Want to see where the charge sits? The natural (NBO) charges in e are: 0.2410 0.1996 0.1883 -0.6005 -0.7023 0.2291 0.2254 0.2194

=====

5.
This record from the Open Molecules 2025 dataset describes a 2-piece molecular cluster, C2H3I3O overall in a non-equilibrium geometry. The level of theory is ωB97M-V/def2-TZVPD.

```
! wB97M-V def2-TZVPD RIJCOSX def2/J DEFGRID3
* xyz 0 1
I -1.36 1.55 2.44
I -3.57 4.92 1.65
I -1.90 4.99 -0.46
O -1.46 -0.77 0.34
C 0.15 0.47 1.50
C -0.12 -0.39 0.53
H -1.75 -0.73 -0.58
H 1.20 0.87 1.59
H 0.81 -0.79 0.08
*
```

Results
HOMO level: -8.8 eV
SMILES: O/C=C\I.II
relative energy (zero: lowest compared OMol25 entry of this formula, charge and spin): 5.6 kcal per mole
E_LUMO: -1.826 eV
frontier orbital gap: 6.977 eV

Want to see where the charge sits? The natural (NBO) charges in e are: 0.1384 0.0040 0.0012 -0.7011 -0.4372 0.0754 0.4901 0.2327 0.1965

=====

6.
This record from the Open Molecules 2025 dataset describes the molecule C2H3I3O2 in a non-equilibrium geometry. The level of theory is ωB97M-V/def2-TZVPD.

```
! wB97M-V def2-TZVPD RIJCOSX def2/J DEFGRID3
* xyz 0 1
I 2.02 -2.13 0.37
I 2.03 1.59 -0.51
I -1.85 -1.68 -0.65
O -0.47 0.00 1.48
O -1.28 1.04 -0.45
C -0.57 -0.09 0.05
C 0.74 -0.03 -0.69
H 0.38 -0.31 1.84
H 0.49 0.00 -1.73
H -1.49 1.62 0.31
*
```

Results
HOMO level (alpha / beta): -9.3 / -9.3 eV
SMILES: OC(O)(I)C(I)I
relative energy (zero: lowest compared OMol25 entry of this formula, charge and spin): 28.9 kcal per mole
E_LUMO (alpha / beta): -1.999 / -1.999 eV
frontier orbital gap (alpha / beta): 7.326 / 7.326 eV

Want to see where the charge sits? The natural (NBO) charges in e are: -0.0649 0.2514 0.1105 -0.7375 -0.7323 0.3289 -0.3713 0.5051 0.2064 0.5037

=====

7.
This record from the Open Molecules 2025 dataset describes a 2-piece molecular cluster, C2H3I3Si overall in a non-equilibrium geometry. The level of theory is ωB97M-V/def2-TZVPD.

```
! wB97M-V def2-TZVPD RIJCOSX def2/J DEFGRID3
* xyz 0 1
I -2.89 -0.02 -2.39
I -4.41 -1.81 0.97
I -4.63 2.21 0.32
Si -3.28 0.17 -0.04
C 0.54 -2.25 -0.02
C 0.68 -1.62 1.02
H 0.95 -2.62 -0.96
H -2.07 0.66 0.74
H 0.42 -1.40 2.02
*
```

Results
HOMO level: -9.6 eV
SMILES: I[SiH](I)I.C#C
relative energy (zero: lowest compared OMol25 entry of this formula, charge and spin): 49.4 kcal per mole
E_LUMO: -0.588 eV
frontier orbital gap: 9.034 eV

Want to see where the charge sits? The natural (NBO) charges in e are: -0.1089 -0.1351 -0.1868 0.5493 -0.2387 -0.2325 0.2399 -0.1189 0.2319

=====

8.
This record from the Open Molecules 2025 dataset describes an isolated ion of composition C2H3IN and charge +1 in a non-equilibrium geometry. The level of theory is ωB97M-V/def2-TZVPD.

```
! wB97M-V def2-TZVPD RIJCOSX def2/J DEFGRID3
* xyz 1 1
I 0.85 0.24 -3.52
N -0.05 0.28 -0.57
C 0.64 0.85 -1.42
C -0.24 -0.65 0.51
H 0.59 -0.91 1.08
H 0.93 1.93 -1.54
H -1.17 -1.06 0.65
*
```

Results
HOMO level (alpha / beta): -14.8 / -14.8 eV
SMILES: C=[N+]=CI
relative energy (zero: lowest compared OMol25 entry of this formula, charge and spin): 39.1 kcal per mole
E_LUMO (alpha / beta): -7.094 / -7.096 eV
frontier orbital gap (alpha / beta): 7.679 / 7.677 eV

Want to see where the charge sits? The natural (NBO) charges in e are: 0.3252 -0.3232 0.0930 0.1514 0.2330 0.2866 0.2339

=====

9.
This record from the Open Molecules 2025 dataset describes a 2-piece molecular cluster, C2H3IN2 overall in a non-equilibrium geometry. The level of theory is ωB97M-V/def2-TZVPD.

```
! wB97M-V def2-TZVPD RIJCOSX def2/J DEFGRID3
* xyz 0 1
I -2.34 -0.06 2.63
N -0.41 0.55 0.54
N 0.30 -0.13 -1.15
C -1.22 -0.29 0.89
C 1.44 0.30 -1.06
H -1.48 -1.26 0.36
H 1.68 0.91 -0.25
H 2.03 -0.01 -1.96
*
```

Results
HOMO level: -9.4 eV
relative energy (zero: lowest compared OMol25 entry of this formula, charge and spin): 49.7 kcal per mole
E_LUMO: -0.386 eV
frontier orbital gap: 8.976 eV

Want to see where the charge sits? The natural (NBO) charges in e are: 0.1270 -0.3287 -0.1931 -0.1111 -0.1359 0.2162 0.2147 0.2109

=====

10.
This record from the Open Molecules 2025 dataset describes the molecule C2H3IN2 in a non-equilibrium geometry. The level of theory is ωB97M-V/def2-TZVPD.

```
! wB97M-V def2-TZVPD RIJCOSX def2/J DEFGRID3
* xyz 0 1
I -1.94 0.85 0.06
N -1.36 -1.38 0.20
N 1.02 -1.38 -0.30
C -0.17 -1.49 -0.02
C 0.00 1.51 -0.01
H 0.27 2.29 0.67
H 0.44 1.23 -1.00
H 1.73 -1.63 0.40
*
```

Results
HOMO level (alpha / beta): -9.0 / -8.3 eV
relative energy (zero: lowest compared OMol25 entry of this formula, charge and spin): 68.2 kcal per mole
E_LUMO (alpha / beta): -1.345 / -0.969 eV
frontier orbital gap (alpha / beta): 7.607 / 7.325 eV

Want to see where the charge sits? The natural (NBO) charges in e are: 0.7004 -0.6765 -0.7333 0.5367 -0.6670 0.2118 0.2308 0.3971

=====

11.
This record from the Open Molecules 2025 dataset describes C2H3IN2O as an isolated structure in a non-equilibrium geometry. The level of theory is ωB97M-V/def2-TZVPD.

```
! wB97M-V def2-TZVPD RIJCOSX def2/J DEFGRID3
* xyz 0 1
I -1.83 -0.90 2.50
O 1.07 -0.96 -1.14
N -0.45 -0.46 1.07
N 0.64 -1.82 -0.52
C 0.61 0.73 -0.58
C -0.53 0.54 0.27
H 1.52 0.52 -0.18
H -1.47 1.08 0.08
H 0.45 1.26 -1.50
*
```

Results
HOMO level (alpha / beta): -7.9 / -8.1 eV
relative energy (zero: lowest compared OMol25 entry of this formula, charge and spin): 133.9 kcal per mole
E_LUMO (alpha / beta): -0.246 / -0.497 eV
frontier orbital gap (alpha / beta): 7.615 / 7.585 eV

Want to see where the charge sits? The natural (NBO) charges in e are: 0.2857 -0.1395 -0.6186 0.2483 -0.3384 -0.0192 0.2042 0.1676 0.2098

=====

12.
This record from the Open Molecules 2025 dataset describes a 2-piece molecular cluster, C2H3IN2O overall in a non-equilibrium geometry. The level of theory is ωB97M-V/def2-TZVPD.

```
! wB97M-V def2-TZVPD RIJCOSX def2/J DEFGRID3
* xyz 0 1
I -2.61 -0.11 0.23
O 2.06 -0.57 1.46
N -1.00 -1.21 -0.41
N 0.31 1.99 -0.44
C 1.63 0.21 0.69
C 0.84 1.17 0.31
H 0.62 2.08 -1.42
H -0.48 -1.49 0.41
H -1.37 -2.07 -0.82
*
```

Results
HOMO level: -8.5 eV
SMILES: N=C=C=O.NI
relative energy (zero: lowest compared OMol25 entry of this formula, charge and spin): 82.0 kcal per mole
E_LUMO: -1.048 eV
frontier orbital gap: 7.431 eV

Want to see where the charge sits? The natural (NBO) charges in e are: 0.2701 -0.4340 -1.0012 -0.4977 0.4880 0.0714 0.3629 0.3667 0.3737

=====

13.
This record from the Open Molecules 2025 dataset describes a 2-piece molecular cluster, C2H3IN2O overall in a non-equilibrium geometry. The level of theory is ωB97M-V/def2-TZVPD.

```
! wB97M-V def2-TZVPD RIJCOSX def2/J DEFGRID3
* xyz 0 3
I -2.95 2.39 -1.80
O 0.65 -1.32 1.01
N 1.63 0.35 0.00
N 0.29 0.42 -0.26
C -0.25 -0.64 0.26
C 1.81 -0.73 0.75
H 2.77 -1.03 1.25
H -2.33 0.98 -2.11
H -1.40 -0.75 0.43
*
```

Results
HOMO level (alpha / beta): -5.5 / -10.1 eV
relative energy (zero: lowest compared OMol25 entry of this formula, charge and spin): 67.6 kcal per mole
E_LUMO (alpha / beta): 0.728 / -3.761 eV
frontier orbital gap (alpha / beta): 6.272 / 6.360 eV
expectation value of S²: 2.011

Want to see where the charge sits? The natural (NBO) charges in e are: -0.0920 -0.4365 -0.2188 -0.0392 -0.0105 0.2732 0.2269 0.0962 0.2006

=====

14.
This record from the Open Molecules 2025 dataset describes an isolated ion of composition C2H3INO2 and charge +1 in a non-equilibrium geometry. The level of theory is ωB97M-V/def2-TZVPD.

```
! wB97M-V def2-TZVPD RIJCOSX def2/J DEFGRID3
* xyz 1 3
I 4.46 0.10 -0.02
O 1.79 1.28 0.99
O 2.01 -1.73 -0.94
N 1.46 0.46 0.21
C 2.52 -0.47 -0.30
C 0.14 0.25 -0.09
H -0.40 1.12 0.35
H -0.09 0.07 -1.12
H -0.17 -0.54 0.54
*
```

Results
HOMO level (alpha / beta): -14.6 / -15.7 eV
relative energy (zero: lowest compared OMol25 entry of this formula, charge and spin): 53.3 kcal per mole
E_LUMO (alpha / beta): -6.185 / -8.703 eV
frontier orbital gap (alpha / beta): 8.400 / 7.000 eV
expectation value of S²: 2.021

Want to see where the charge sits? The natural (NBO) charges in e are: 0.5779 -0.1667 -0.0743 0.1431 0.1950 -0.4926 0.2837 0.2672 0.2667

=====

15.
This record from the Open Molecules 2025 dataset describes the molecule C2H3IO in a non-equilibrium geometry. The level of theory is ωB97M-V/def2-TZVPD.

```
! wB97M-V def2-TZVPD RIJCOSX def2/J DEFGRID3
* xyz 0 1
I 1.56 -2.24 -1.03
O -0.50 -0.22 -0.35
C 0.76 -0.38 -0.50
C -1.03 0.64 0.41
H 1.44 0.13 0.28
H -0.18 1.12 1.02
H -2.04 0.94 0.16
*
```

Results
HOMO level (alpha / beta): -7.8 / -7.9 eV
relative energy (zero: lowest compared OMol25 entry of this formula, charge and spin): 92.4 kcal per mole
E_LUMO (alpha / beta): 0.231 / 0.061 eV
frontier orbital gap (alpha / beta): 7.993 / 7.952 eV

Want to see where the charge sits? The natural (NBO) charges in e are: 0.1111 -0.3920 -0.1130 -0.1089 0.1628 0.1499 0.1901

=====

16.
This record from the Open Molecules 2025 dataset describes the molecule C2H3IO3 in a non-equilibrium geometry. The level of theory is ωB97M-V/def2-TZVPD.

```
! wB97M-V def2-TZVPD RIJCOSX def2/J DEFGRID3
* xyz 0 1
I -3.22 -0.27 0.44
O -0.61 1.07 0.21
O -1.98 1.23 -0.09
O -0.73 -1.06 -0.67
C 1.36 -0.12 0.09
C -0.08 -0.14 -0.28
H 1.57 -1.16 0.16
H 1.91 0.03 -0.77
H 1.77 0.41 0.90
*
```

Results
HOMO level: -9.3 eV
SMILES: CC(=O)OOI
relative energy (zero: lowest compared OMol25 entry of this formula, charge and spin): 18.0 kcal per mole
E_LUMO: -0.995 eV
frontier orbital gap: 8.265 eV

Want to see where the charge sits? The natural (NBO) charges in e are: 0.4256 -0.2499 -0.4091 -0.5553 -0.7384 0.7837 0.2468 0.2467 0.2500

=====

17.
This record from the Open Molecules 2025 dataset describes a 2-piece molecular cluster, C2H3IOS2 overall in a non-equilibrium geometry. The level of theory is ωB97M-V/def2-TZVPD.

```
! wB97M-V def2-TZVPD RIJCOSX def2/J DEFGRID3
* xyz 0 1
I 2.92 0.20 -0.55
S -1.14 0.23 -1.03
S -2.84 1.24 -0.45
O -0.50 0.38 1.54
C -0.30 0.00 0.45
C 1.42 -1.13 0.06
H 1.62 -1.58 1.01
H 1.11 -1.79 -0.73
H -2.28 2.44 -0.28
*
```

Results
HOMO level: -8.8 eV
relative energy (zero: lowest compared OMol25 entry of this formula, charge and spin): 26.2 kcal per mole
E_LUMO: -0.065 eV
frontier orbital gap: 8.699 eV

Want to see where the charge sits? The natural (NBO) charges in e are: 0.1341 0.1653 -0.0982 -0.5178 0.3926 -0.6414 0.2177 0.2077 0.1401

=====

18.
This record from the Open Molecules 2025 dataset describes C2H3InO2P as an isolated structure in a non-equilibrium geometry. The level of theory is ωB97M-V/def2-TZVPD.

```
! wB97M-V def2-TZVPD RIJCOSX def2/J DEFGRID3
* xyz 3 1
In -0.76 2.05 1.82
P -1.27 -0.94 -0.48
O -0.68 0.67 -1.03
O 0.26 0.57 1.69
C 0.43 -0.26 0.71
C 0.50 0.23 -0.68
H 1.39 0.56 -1.23
H 1.07 -1.16 0.82
H -0.94 -1.72 -1.62
*
```

Results
HOMO level (alpha / beta): -25.1 / -25.8 eV
E_LUMO (alpha / beta): -18.931 / -17.906 eV
frontier orbital gap (alpha / beta): 6.145 / 7.906 eV

Want to see where the charge sits? The Mulliken charges in e are: 1.2141 0.5099 -0.1482 -0.1864 0.1406 0.2042 0.4237 0.4840 0.3582

=====

19.
This record from the Open Molecules 2025 dataset describes C2H3IrO as an isolated structure in a non-equilibrium geometry. The level of theory is ωB97M-V/def2-TZVPD.

```
! wB97M-V def2-TZVPD RIJCOSX def2/J DEFGRID3
* xyz 2 5
Ir -0.01 1.02 1.55
O -1.73 -1.44 0.21
C -0.83 -1.17 -0.45
C 0.24 -0.39 -0.63
H 1.05 2.43 1.09
H 1.20 -0.88 -0.42
H 0.09 0.43 -1.35
*
```

Results
HOMO level (alpha / beta): -20.7 / -22.2 eV
relative energy (zero: lowest compared OMol25 entry of this formula, charge and spin): 0.0 kcal per mole
E_LUMO (alpha / beta): -12.185 / -15.049 eV
frontier orbital gap (alpha / beta): 8.553 / 7.180 eV
expectation value of S²: 6.015

Want to see where the charge sits? The natural (NBO) charges in e are: 1.1873 -0.1903 0.8051 -0.5599 0.0819 0.3384 0.3375

=====

20.
This record from the Open Molecules 2025 dataset describes C2H3MgO2 as an isolated structure in a non-equilibrium geometry. The level of theory is ωB97M-V/def2-TZVPD.

```
! wB97M-V def2-TZVPD RIJCOSX def2/J DEFGRID3
* xyz 0 2
Mg 0.18 -1.72 0.27
O 0.13 0.35 -2.85
O -1.03 -0.49 1.38
C 0.43 0.46 -1.71
C 0.61 0.46 -0.43
H -0.76 0.59 0.95
H -1.06 -0.54 2.34
H 1.48 0.90 0.06
*
```

Results
HOMO level (alpha / beta): -6.5 / -8.6 eV
relative energy (zero: lowest compared OMol25 entry of this formula, charge and spin): 0.0 kcal per mole
E_LUMO (alpha / beta): 0.125 / -0.881 eV
frontier orbital gap (alpha / beta): 6.592 / 7.754 eV
expectation value of S²: 0.751

Want to see where the charge sits? The natural (NBO) charges in e are: 0.9152 -0.5369 -1.1363 0.6362 -1.1846 0.5504 0.4968 0.2593